No. 1
{
  "formula": "C4H6N2O",
  "method": "ωB97M-V/def2-TZVPD",
  "charge": 0,
  "relative_energy_ev": 1.5563,
  "smiles": "[H]/N=C/OCCC#N",
  "e_tot_ev": -9271.9455,
  "homo_ev": -10.563,
  "gap_ev": 11.28,
  "species": ["H", "N", "C", "O", "C", "C", "C", "N", "H", "H", "H", "H", "H"],
  "coordinates": [[-2.266, 1.592, -0.953], [-1.634, 0.797, -0.897], [-1.714, 0.256, 0.239], [-0.998, -0.827, 0.607], [0.206, -1.073, -0.116], [1.330, -0.221, 0.520], [1.985, 0.709, -0.401], [2.513, 1.448, -1.116], [-2.336, 0.575, 1.077], [0.075, -0.852, -1.178], [0.410, -2.137, 0.013], [0.884, 0.361, 1.333], [2.097, -0.854, 0.977]],
  "forces_ev_per_a": [[0.09, -0.07, -0.02], [0.05, -0.05, 0.38], [-0.11, 0.17, -0.16], [-0.06, 0.05, 0.08], [0.14, -0.08, -0.11], [0.04, -0.01, 0.03], [0.47, 0.64, -0.63], [-0.50, -0.73, 0.66], [-0.15, -0.10, -0.16], [0.02, 0.00, 0.17], [-0.03, 0.17, -0.02], [0.11, -0.05, -0.11], [-0.08, 0.07, -0.12]]
}


No. 2
{
  "formula": "C5H13N2O",
  "method": "ωB97M-V/def2-TZVPD",
  "charge": -1,
  "relative_energy_ev": 2.8335,
  "smiles": "C[C@H](N)CNCC[O-]",
  "e_tot_ev": -10420.8653,
  "homo_ev": -2.012,
  "gap_ev": 5.66,
  "species": ["C", "C", "N", "C", "N", "C", "C", "O", "H", "H", "H", "H", "H", "H", "H", "H", "H", "H", "H", "H", "H"],
  "coordinates": [[1.663, 0.928, -0.381], [0.388, 1.166, -1.269], [0.004, 2.528, -1.479], [-0.864, 0.539, -0.447], [-0.809, -0.958, -0.579], [-1.278, -1.672, 0.658], [-0.142, -2.227, 1.765], [-0.451, -1.654, 2.869], [1.934, -0.076, -0.092], [2.589, 1.195, -1.000], [1.602, 1.500, 0.623], [0.469, 0.706, -2.263], [-0.415, 2.919, -0.543], [0.743, 3.169, -1.506], [-1.811, 0.880, -0.888], [-1.018, 1.082, 0.501], [0.144, -1.196, -0.654], [-1.699, -2.704, 0.275], [-1.859, -1.002, 1.206], [0.909, -1.823, 1.500], [-0.100, -3.298, 1.705]],
  "forces_ev_per_a": [[0.99, 1.58, -0.40], [-1.29, -1.60, 2.55], [-2.16, 1.84, 2.65], [0.47, -0.50, -2.32], [-1.22, 1.50, 1.54], [2.48, -3.86, -2.24], [0.00, 3.43, -2.05], [-0.78, 0.22, 3.34], [-0.75, -0.65, -0.02], [-1.02, 0.38, 0.96], [0.13, -0.59, -1.79], [0.07, -0.27, 0.42], [0.45, -1.28, -2.08], [1.94, 0.76, -0.77], [0.18, -0.17, -0.81], [1.18, -0.88, 0.66], [1.40, -0.30, -0.16], [-0.32, 2.08, 0.78], [-1.41, 0.40, 1.00], [-0.21, -0.59, -1.14], [-0.12, -1.50, -0.12]]
}


No. 3
{
  "formula": "C6H17P2",
  "method": "ωB97M-V/def2-TZVPD",
  "charge": 1,
  "relative_energy_ev": 2.3516,
  "e_tot_ev": -25065.3122,
  "homo_ev": -13.176,
  "gap_ev": 9.69,
  "species": ["C", "C", "C", "C", "C", "C", "P", "P", "H", "H", "H", "H", "H", "H", "H", "H", "H", "H", "H", "H", "H", "H", "H", "H", "H"],
  "coordinates": [[-1.409, 4.157, 1.615], [1.382, -2.848, -0.660], [1.904, -0.629, -1.625], [-1.468, -1.836, 0.500], [-0.597, 3.172, 1.940], [0.753, -1.616, -1.369], [-1.166, 1.168, -1.022], [-0.196, -0.659, -0.084], [-1.037, 4.857, 0.876], [-2.434, 4.349, 2.210], [0.654, -0.465, 0.952], [2.518, -2.845, -1.016], [0.969, -3.726, -0.908], [1.414, -2.768, 0.345], [2.272, -0.895, -2.529], [2.640, -0.578, -0.859], [1.602, 0.405, -1.862], [-0.977, -2.748, 0.865], [-2.280, -1.813, -0.261], [-2.028, -1.523, 1.289], [0.375, 2.998, 1.646], [-0.857, 2.402, 2.786], [0.282, -1.921, -2.410], [-2.072, 1.245, 0.254], [-0.243, 2.112, -0.673]],
  "forces_ev_per_a": [[-1.75, 0.60, 1.32], [3.73, 3.03, -3.60], [-1.86, 1.54, 0.47], [0.66, 0.40, -1.86], [-2.30, -2.03, 3.42], [0.36, 0.24, 0.05], [-2.00, -1.67, 1.73], [-2.07, -1.24, -2.27], [-0.51, 0.32, 0.02], [2.52, -0.50, -1.80], [0.91, 0.31, 0.69], [-2.37, -0.40, 0.76], [-1.64, -3.22, -1.02], [0.11, 0.40, 3.48], [2.00, -1.08, -2.58], [0.59, -0.23, 0.61], [-0.34, -0.09, 0.41], [-0.36, -0.10, -0.96], [0.95, -1.08, -0.10], [-1.16, 1.47, 2.78], [1.96, 0.11, -1.31], [0.11, 1.57, -1.55], [0.25, 0.94, 2.51], [1.44, 0.17, -1.86], [0.75, 0.53, 0.63]]
}


No. 4
{
  "formula": "CH2N4O2",
  "method": "ωB97M-V/def2-TZVPD",
  "charge": 0,
  "relative_energy_ev": 3.8262,
  "smiles": "NN=c1onno1",
  "e_tot_ev": -11119.7949,
  "homo_ev": -9.150,
  "gap_ev": 9.71,
  "species": ["N", "N", "C", "O", "N", "N", "O", "H", "H"],
  "coordinates": [[-1.894, 0.240, -0.257], [-0.882, -0.697, -0.056], [0.316, -0.258, 0.096], [1.306, -1.205, -0.011], [2.496, -0.471, -0.144], [2.324, 0.724, -0.140], [0.940, 0.950, 0.012], [-1.918, 0.975, 0.589], [-2.687, -0.257, -0.089]],
  "forces_ev_per_a": [[2.09, 3.97, 2.36], [2.44, 1.24, 0.66], [-1.43, -1.78, -1.79], [1.38, 1.08, 0.43], [0.53, -1.72, -0.03], [-1.19, -0.15, 0.20], [-1.08, 0.85, 0.36], [0.25, -1.77, -2.44], [-2.99, -1.71, 0.25]]
}


No. 5
{
  "formula": "C5H8O",
  "method": "ωB97M-V/def2-TZVPD",
  "charge": 0,
  "relative_energy_ev": 1.2842,
  "smiles": "C=CCCC=O",
  "e_tot_ev": -7360.9710,
  "homo_ev": -9.600,
  "gap_ev": 10.67,
  "species": ["C", "C", "C", "C", "C", "O", "H", "H", "H", "H", "H", "H", "H", "H"],
  "coordinates": [[1.470, 0.499, -0.807], [1.078, -0.686, -0.349], [-0.375, -1.103, -0.269], [-1.259, 0.100, 0.102], [-0.547, 0.948, 1.135], [-0.548, 2.154, 1.163], [2.499, 0.837, -0.741], [0.756, 1.211, -1.219], [1.811, -1.375, 0.070], [-0.495, -1.901, 0.473], [-0.704, -1.534, -1.222], [-2.210, -0.235, 0.538], [-1.494, 0.729, -0.762], [0.019, 0.357, 1.888]],
  "forces_ev_per_a": [[0.01, -0.08, 0.02], [0.11, 0.04, -0.03], [0.02, -0.04, -0.01], [-0.05, 0.09, -0.06], [-0.08, 0.24, 0.02], [-0.12, -0.43, 0.07], [-0.07, -0.19, -0.16], [0.16, -0.08, 0.11], [-0.05, 0.11, -0.13], [0.10, 0.17, -0.07], [0.00, 0.05, 0.13], [0.10, 0.04, -0.09], [0.01, -0.07, 0.14], [-0.14, 0.15, 0.07]]
}


No. 6
{
  "formula": "C6H15N3O3Sn",
  "method": "ωB97M-V/def2-TZVPD",
  "charge": 2,
  "relative_energy_ev": 0.0000,
  "e_tot_ev": -22894.9722,
  "homo_ev": -16.718,
  "gap_ev": 7.10,
  "species": ["Sn", "O", "C", "N", "C", "H", "H", "H", "H", "H", "O", "C", "N", "C", "H", "H", "H", "H", "H", "O", "C", "N", "C", "H", "H", "H", "H", "H"],
  "coordinates": [[-1.729, 0.725, -0.714], [-0.931, -1.356, -2.386], [-1.204, -2.469, -2.882], [-2.361, -2.686, -3.506], [-0.201, -3.596, -2.887], [-3.006, -1.913, -3.459], [-2.677, -3.556, -3.900], [-0.325, -4.177, -1.971], [0.790, -3.156, -2.899], [-0.432, -4.256, -3.718], [0.802, 0.611, 0.339], [1.896, 0.822, -0.250], [1.988, 1.324, -1.483], [3.125, 0.281, 0.407], [1.307, 1.712, -2.110], [2.945, 1.368, -1.804], [3.170, 0.648, 1.429], [3.995, 0.612, -0.165], [3.195, -0.805, 0.419], [-1.573, 1.858, 1.813], [-1.296, 1.976, 3.027], [-1.272, 0.871, 3.785], [-0.986, 3.293, 3.664], [-0.887, 0.831, 4.712], [-1.614, 0.053, 3.309], [-0.732, 3.294, 4.717], [-1.824, 3.942, 3.402], [-0.161, 3.749, 3.110]],
  "forces_ev_per_a": [[2.16, -0.43, 1.50], [-0.47, 1.21, 1.17], [0.21, -0.87, -0.66], [-0.10, 0.88, 0.64], [-0.70, 0.39, 0.28], [-0.27, -0.20, -0.31], [0.25, -0.12, 0.00], [0.07, 0.06, 0.07], [0.11, -0.25, -0.20], [0.44, -0.03, -0.10], [-1.43, 0.60, -1.09], [-1.62, -1.50, -0.15], [1.71, -0.10, 0.44], [0.84, 0.79, -0.47], [-0.42, -0.04, 0.37], [-0.17, 0.23, -0.39], [0.09, -0.01, 0.00], [0.16, 0.10, 0.38], [-0.59, -0.05, -0.04], [-0.46, 0.02, -1.31], [0.49, -0.94, 0.67], [-0.17, 0.52, -0.70], [0.15, 0.41, -1.24], [-0.23, 0.03, 0.11], [0.26, -0.37, 0.42], [-0.31, -0.22, 0.09], [-0.12, 0.05, 0.49], [0.12, -0.15, 0.05]]
}


No. 7
{
  "formula": "C3H7AlFO2",
  "method": "ωB97M-V/def2-TZVPD",
  "multiplicity": 2,
  "charge": 0,
  "relative_energy_ev": 1.5655,
  "e_tot_ev": -16632.1544,
  "homo_ev": [-8.851, -8.928],
  "s_squared": 0.756,
  "gap_ev": [8.64, 6.50],
  "species": ["Al", "O", "C", "C", "O", "C", "H", "H", "H", "H", "H", "H", "H", "F"],
  "coordinates": [[-1.813, -0.748, -0.391], [-2.970, -0.454, 1.003], [-2.337, -0.929, 2.140], [-0.830, -0.718, 2.063], [-0.406, -1.190, 0.783], [0.998, -1.161, 0.573], [-2.521, -2.015, 2.287], [-2.688, -0.427, 3.064], [-0.298, -1.274, 2.852], [-0.574, 0.353, 2.141], [1.185, -1.499, -0.457], [1.374, -0.130, 0.676], [1.491, -1.806, 1.316], [0.511, -1.711, -2.173]],
  "forces_ev_per_a": [[-0.12, -0.16, -0.32], [1.15, -0.14, -1.92], [0.36, -0.66, 1.49], [-0.05, 0.40, 1.25], [-1.06, 0.01, -0.08], [1.79, 0.10, -0.35], [-0.01, 0.39, -0.08], [0.02, -0.09, -0.46], [-0.16, 0.14, -0.32], [-0.04, -0.31, -0.03], [-0.26, -0.05, -0.02], [-0.24, -0.26, 0.11], [-0.33, 0.17, -0.18], [-1.04, 0.45, 0.92]]
}


No. 8
{
  "formula": "C34H59N3O5SSi",
  "method": "ωB97M-V/def2-TZVPD",
  "charge": 0,
  "e_tot_ev": -69632.1006,
  "homo_ev": -8.400,
  "gap_ev": 7.45,
  "species": ["C", "C", "C", "C", "C", "C", "C", "O", "C", "C", "C", "C", "C", "O", "Si", "C", "C", "C", "C", "N", "S", "N", "C", "C", "C", "C", "C", "N", "C", "C", "C", "C", "C", "C", "C", "O", "H", "H", "H", "H", "H", "H", "H", "H", "H", "H", "H", "H", "H", "H", "H", "H", "H", "H", "H", "H", "H", "H", "H", "H", "H", "H", "H", "H", "H", "H", "H", "H", "H", "H", "H", "H", "H", "H", "H", "H", "H", "H", "H", "C", "C", "C", "O", "H", "H", "H", "H", "H", "H", "H", "H", "C", "C", "C", "O", "H", "H", "H", "H", "H", "H", "H", "H"],
  "coordinates": [[-5.390, 2.156, -0.359], [-4.254, 2.292, 0.777], [-4.924, 1.836, 2.134], [-3.922, 1.533, 3.323], [-4.593, 0.637, 4.477], [-2.528, 0.963, 2.907], [-1.292, 1.689, 3.465], [-1.399, 2.818, 4.298], [-1.360, 3.960, 3.373], [-2.001, 5.257, 4.017], [0.087, 1.251, 3.191], [1.331, 1.994, 3.817], [2.048, 2.983, 2.806], [2.101, 4.281, 3.452], [3.394, 5.236, 2.839], [5.012, 5.013, 3.816], [2.812, 7.066, 2.989], [3.627, 4.841, 0.961], [0.386, 0.072, 2.300], [1.604, -0.459, 1.943], [1.174, -1.779, 0.982], [-0.475, -1.663, 0.995], [-0.901, -0.604, 1.785], [-2.327, -0.237, 2.051], [-3.601, -0.973, 1.535], [-3.367, -2.327, 0.772], [-2.948, -1.940, -0.731], [-2.336, -3.061, -1.474], [-1.034, -2.719, -2.088], [-1.061, -2.783, -3.672], [-0.671, -1.591, -4.480], [-0.668, -1.598, -5.960], [-1.035, -2.829, -6.696], [-1.426, -4.044, -5.922], [-1.427, -3.987, -4.435], [-1.772, -5.178, -3.741], [-5.898, 3.148, -0.553], [-4.992, 1.702, -1.304], [-6.224, 1.473, -0.002], [-3.951, 3.371, 0.828], [-3.434, 1.596, 0.450], [-5.461, 0.861, 1.907], [-5.740, 2.540, 2.486], [-3.718, 2.529, 3.828], [-4.272, 1.095, 5.465], [-4.220, -0.420, 4.481], [-5.720, 0.713, 4.468], [-1.920, 3.696, 2.430], [-0.271, 4.144, 3.113], [-1.326, 5.702, 4.798], [-2.135, 5.990, 3.169], [-3.024, 5.055, 4.440], [0.954, 2.549, 4.719], [2.061, 1.184, 4.127], [1.579, 3.005, 1.785], [3.112, 2.626, 2.680], [5.154, 5.924, 4.463], [5.049, 4.090, 4.461], [5.920, 4.964, 3.142], [1.741, 7.153, 2.635], [2.916, 7.372, 4.072], [3.489, 7.711, 2.347], [4.385, 3.999, 0.913], [2.635, 4.509, 0.531], [4.016, 5.783, 0.492], [-4.227, -0.318, 0.853], [-4.269, -1.171, 2.432], [-2.580, -2.997, 1.211], [-4.310, -2.947, 0.659], [-2.267, -1.039, -0.618], [-3.856, -1.578, -1.291], [-2.136, -3.836, -0.836], [-0.613, -1.721, -1.791], [-0.257, -3.490, -1.783], [-0.361, -0.641, -3.968], [-0.392, -0.667, -6.519], [-1.042, -2.866, -7.811], [-1.696, -4.986, -6.477], [-2.750, -5.162, -3.727], [0.881, -7.468, -7.114], [2.004, -6.720, -6.411], [2.439, -7.439, -5.143], [1.566, -5.404, -6.084], [-0.001, -7.541, -6.469], [0.572, -6.936, -8.016], [1.193, -8.478, -7.393], [2.857, -6.618, -7.086], [1.609, -7.512, -4.433], [3.237, -6.886, -4.643], [2.797, -8.448, -5.364], [0.810, -5.481, -5.487], [4.516, -0.703, -0.877], [5.609, 0.049, -0.136], [6.028, -0.687, 1.128], [5.140, 1.353, 0.207], [3.623, -0.802, -0.253], [4.216, -0.159, -1.776], [4.850, -1.702, -1.169], [6.475, 0.178, -0.789], [5.184, -0.786, 1.818], [6.805, -0.130, 1.656], [6.408, -1.684, 0.897], [4.373, 1.249, 0.785]],
  "forces_ev_per_a": [[-0.34, 0.11, 0.49], [-1.89, -0.24, -0.56], [0.27, -1.18, -0.13], [-0.03, 0.47, 0.52], [0.44, 0.92, 0.48], [1.86, -1.31, -0.85], [2.36, -2.41, -0.97], [-0.63, -0.55, -2.04], [0.00, 1.17, 0.17], [0.26, -0.49, -0.54], [-0.68, 0.20, 0.00], [-1.02, -0.75, -0.48], [0.54, -0.62, 1.19], [0.92, 0.01, -1.32], [-0.77, 0.60, -0.47], [0.72, -0.02, 0.18], [0.22, -0.28, 0.11], [0.03, -0.41, 0.96], [-2.55, 1.13, 1.00], [-3.42, -0.26, -0.25], [-1.53, 1.65, 0.97], [0.36, 1.08, 1.15], [2.45, -1.29, -0.96], [0.47, 2.94, 1.91], [-0.30, -0.89, 0.36], [-0.12, 0.07, -1.68], [-0.30, 0.38, 0.98], [0.95, 0.53, 0.57], [0.91, -0.95, -1.61], [0.25, 0.83, -2.39], [-0.59, -1.83, -1.14], [-0.65, -2.16, 1.12], [-0.25, -0.20, 2.95], [0.87, 2.65, 0.94], [0.50, 1.16, -1.38], [-0.49, 1.27, -0.66], [0.71, -1.08, -0.02], [-0.33, 0.70, 0.77], [1.03, 0.67, -0.37], [0.18, -1.11, -0.05], [-0.48, 1.01, 0.74], [0.48, 1.18, 0.30], [1.10, -0.58, -0.43], [-0.03, -1.15, -0.69], [-0.32, -0.68, -1.06], [-0.60, 0.91, -0.17], [1.21, -0.30, -0.23], [0.48, 0.19, 0.93], [-1.29, -0.10, 0.24], [-0.75, -0.47, -0.74], [0.24, -0.61, 0.96], [1.08, 0.07, -0.33], [0.67, -0.40, -0.95], [-0.83, 1.00, -0.23], [0.16, 0.10, 1.03], [-0.99, 0.12, -0.09], [-0.14, -0.97, -0.45], [-0.16, 0.94, -0.57], [-1.03, 0.05, 0.57], [1.21, 0.06, 0.47], [-0.31, -0.07, -1.20], [-0.84, -0.62, 0.79], [-0.85, 0.99, -0.43], [1.26, 0.51, 0.19], [-0.34, -1.04, 0.11], [0.96, -0.63, 0.73], [0.82, 0.29, -0.94], [-0.69, 0.87, -0.24], [0.86, 0.86, 0.56], [-0.49, -1.10, -0.44], [0.68, -0.31, 0.62], [-0.36, 0.51, -0.19], [-0.63, -0.79, -0.20], [-0.88, 0.85, -0.22], [-0.41, -1.13, -0.43], [-0.27, -1.08, 0.65], [0.06, 0.10, 1.17], [0.31, 1.10, 0.91], [0.69, -0.22, 0.25], [-0.02, -0.02, -0.28], [-0.54, -0.15, 0.46], [0.26, -0.03, 0.07], [0.25, 0.10, -0.17], [0.11, -0.05, 0.09], [0.09, -0.03, 0.02], [-0.06, 0.02, 0.01], [-0.06, 0.18, 0.04], [-0.06, -0.05, -0.12], [0.00, -0.03, -0.09], [-0.03, 0.02, 0.05], [0.05, 0.08, -0.08], [0.00, -0.01, -0.30], [-0.52, -0.26, 0.42], [0.25, 0.01, 0.10], [0.17, 0.26, -0.09], [0.11, -0.03, 0.08], [0.08, -0.04, 0.02], [-0.05, 0.03, 0.01], [-0.07, 0.21, 0.05], [-0.06, -0.06, -0.12], [0.00, -0.04, -0.09], [-0.03, 0.03, 0.04], [0.06, -0.08, -0.09]]
}


So what do the calculations give for molar mass? Going down the list: 98.10, 117.17, 151.15, 102.05, 84.12, 295.91, 121.07, 650.02 g/mol.